# 1
Density functional theory data (ωB97M-V with the def2-TZVPD basis set) for the ion C2H2BO3 with charge -1 in a non-equilibrium geometry.

Summary:
charge: -1
energy relative to the best compared isomer or geometry (same formula, charge and spin): 2.122 eV

Element x y z (Å)
B1 -1.3729 0.4227 0.3337
O1 -0.5597 0.5627 -0.6477
C1 0.9669 0.3746 -0.3692
O2 1.7538 1.3193 -0.0445
C2 1.0831 -0.9159 -0.1399
O3 1.4463 -2.0378 -0.4498
H1 -2.4950 0.2881 -0.0171
H2 -0.8225 -0.0137 1.3345

Cartesian forces (eV/Å) of the 2 atoms listed first:
B -0.48 -2.15 1.82
O 3.40 1.53 -2.30


# 2
Density functional theory data (ωB97M-V with the def2-TZVPD basis set) for a structure of composition C2H2Br2Cl2 in a non-equilibrium geometry.

Summary:
energy relative to the best compared isomer or geometry (same formula, charge and spin): 3.354 eV

Element x y z (Å)
C1 -1.0791 0.6069 -0.2456
C2 0.8965 -0.8494 -0.0561
Cl1 -0.2582 2.0167 -0.7376
Cl2 -1.8436 0.6342 1.2705
Br1 2.2996 0.3642 -0.3990
Br2 0.6723 -1.2490 1.8205
H1 -1.4745 0.1561 -1.0377
H2 0.7869 -1.6797 -0.6150

Cartesian forces (eV/Å) of the 2 atoms listed first:
C 4.09 0.65 2.62
C -1.65 4.53 3.32


# 3
Density functional theory data (ωB97M-V with the def2-TZVPD basis set) for an isolated molecule of C2H2Br2F3N in a non-equilibrium geometry.

Summary:
energy relative to the best compared isomer or geometry (same formula, charge and spin): 0.000 eV

Element x y z (Å)
N1 0.5623 -0.1038 -1.1684
C1 -0.3771 0.4079 -0.2858
F1 -0.3546 1.7012 -0.3033
Br1 -2.2430 -0.3423 -0.6607
C2 0.0932 -0.2240 1.0716
F2 -0.7386 0.0576 2.0686
F3 0.1567 -1.5699 0.8975
Br2 1.7205 0.8044 1.5944
H1 0.5312 -1.0747 -1.1726
H2 0.6493 0.3438 -2.0412

Cartesian forces (eV/Å) of the 2 atoms listed first:
N 0.12 1.23 0.37
C 0.83 -2.92 0.02


# 4
Density functional theory data (ωB97M-V with the def2-TZVPD basis set) for a cluster of 2 separate species, C2H2Br2F3N in total in a non-equilibrium geometry.

Summary:
energy relative to the best compared isomer or geometry (same formula, charge and spin): 0.000 eV
2S+1: 3

Element x y z (Å)
C1 -0.3007 1.4844 0.4135
C2 -2.8580 -0.0529 0.1561
N1 0.3460 0.4034 -0.0968
F1 -0.5505 1.5416 1.6999
F2 -3.6886 0.1783 1.2071
F3 -3.4763 0.5451 -0.8905
Br1 -0.4682 3.2032 -0.2741
Br2 -2.1930 -1.7341 -0.2263
H1 0.3871 0.2606 -1.0840
H2 0.0431 -0.4463 0.2246

Cartesian forces (eV/Å) of the 2 atoms listed first:
C -1.61 1.46 -1.21
C -2.33 2.29 0.10


# 5
Density functional theory data (ωB97M-V with the def2-TZVPD basis set) for a cluster of 2 separate species, C2H2Br3F in total in a non-equilibrium geometry.

Summary:
energy relative to the best compared isomer or geometry (same formula, charge and spin): 3.246 eV

Element x y z (Å)
C1 -0.1587 -1.4908 -0.8009
C2 0.7687 0.9347 -1.1892
F1 -0.0909 -1.7314 0.4934
Br1 -1.8065 -1.8299 -1.6205
Br2 2.0617 0.8011 0.0843
Br3 1.1436 0.4851 -3.0072
H1 0.8050 -1.8289 -1.4190
H2 -0.0071 1.6866 -1.1989

Cartesian forces (eV/Å) of the 2 atoms listed first:
C 2.55 0.43 -1.73
C -1.15 -1.46 -1.42


# 6
Density functional theory data (ωB97M-V with the def2-TZVPD basis set) for a structure of composition C2H2BrF2NO in a non-equilibrium geometry.

Summary:
energy relative to the best compared isomer or geometry (same formula, charge and spin): 3.192 eV

Element x y z (Å)
C1 1.5751 -0.5415 0.4733
C2 -1.2795 0.8849 -0.7884
N1 2.2586 0.1990 1.1422
O1 1.1228 -1.3444 -0.2149
F1 -0.1018 1.1525 -0.2760
F2 -2.1462 1.6781 -0.1866
Br1 -2.0460 -1.5272 -0.0347
H1 -1.6115 -1.7082 -1.4442
H2 2.2287 1.2068 1.3294

Cartesian forces (eV/Å) of the 2 atoms listed first:
C 1.74 1.38 0.50
C -0.33 0.91 -1.32


# 7
Density functional theory data (ωB97M-V with the def2-TZVPD basis set) for a cluster of 2 separate species, C2H2BrF2NO in total in a non-equilibrium geometry.

Summary:
energy relative to the best compared isomer or geometry (same formula, charge and spin): 1.932 eV

Element x y z (Å)
C1 1.0313 0.3067 0.0256
C2 -0.8039 -0.1705 -0.9302
N1 0.6969 0.0989 1.2602
O1 1.8884 0.8145 -0.6341
F1 -1.3887 1.0013 -0.9540
F2 -0.7115 -0.5078 -2.2219
Br1 -1.8522 -1.4142 0.0565
H1 -0.2641 -0.3869 1.4061
H2 1.4037 0.2580 1.9918

Cartesian forces (eV/Å) of the 2 atoms listed first:
C -2.08 0.27 -3.79
C 3.60 0.84 0.12


# 8
Density functional theory data (ωB97M-V with the def2-TZVPD basis set) for a cluster of 2 separate species, C2H2BrF3O in total in a non-equilibrium geometry.

Summary:
energy relative to the best compared isomer or geometry (same formula, charge and spin): 0.627 eV

Element x y z (Å)
O1 1.5251 0.4819 -1.7530
C1 0.7957 -0.3326 -1.3341
C2 0.7959 -0.6914 0.1351
F1 0.5514 0.4000 0.7727
F2 -0.0323 -1.6807 0.4933
F3 2.0615 -1.0942 0.4400
H1 0.1957 -0.9244 -2.1100
Br1 -2.6525 2.2729 2.2138
H2 -3.2405 1.5684 1.1423

Cartesian forces (eV/Å) of the 2 atoms listed first:
O 1.38 1.91 -0.20
C -1.50 -2.55 -2.25


# 9
Density functional theory data (ωB97M-V with the def2-TZVPD basis set) for an isolated molecule of C2H2BrF3OS2 in a non-equilibrium geometry.

Summary:
energy relative to the best compared isomer or geometry (same formula, charge and spin): 1.352 eV

Element x y z (Å)
C1 -0.5996 0.3381 -1.9074
C2 0.7580 0.9468 0.3632
O1 -0.8476 -0.8750 1.0853
F1 -0.2528 1.8463 0.4889
F2 1.7175 1.5646 -0.2840
F3 1.1969 0.6190 1.5838
S1 0.0718 -0.5523 -0.6331
S2 -0.9592 -2.3308 1.6495
Br1 1.1116 -2.7647 2.0542
H1 -0.8703 1.3358 -1.8607
H2 -1.3262 -0.1278 -2.5398

Cartesian forces (eV/Å) of the 2 atoms listed first:
C 0.76 -2.41 1.91
C -1.06 0.46 0.59


# 10
Density functional theory data (ωB97M-V with the def2-TZVPD basis set) for a cluster of 2 separate species, C2H2BrN3 in total in a non-equilibrium geometry.

Summary:
energy relative to the best compared isomer or geometry (same formula, charge and spin): 1.474 eV

Element x y z (Å)
N1 0.4165 2.8967 -0.1125
C1 -0.1504 1.9398 -0.3573
N2 -0.7976 0.8458 -0.5005
C2 -0.9827 -0.2957 -0.1392
N3 -1.0008 -1.4954 -0.0362
H1 -1.6148 -2.1751 0.0911
Br1 2.0169 -1.4263 0.0777
H2 2.1128 -0.2898 0.9769

Cartesian forces (eV/Å) of the 2 atoms listed first:
N 1.00 1.76 0.01
C -0.05 -0.29 0.85